{
  "formula": "C4H6O",
  "method": "the ωB97M-V functional and the def2-TZVPD basis",
  "e_above_lowest_ev": 2.290,
  "gap_ev": 9.974,
  "symbols": ["C", "C", "C", "C", "O", "H", "H", "H", "H", "H", "H"],
  "coordinates": [[0.6754, -1.0495, 0.7884], [-1.6937, 0.3244, 0.5705], [0.1957, -0.1257, 0.0017], [0.7451, 0.6207, -1.1426], [-2.7595, 0.8728, 0.2863], [0.1007, -1.4972, 1.5870], [1.6862, -1.4168, 0.6702], [-1.6287, -0.1688, 1.5572], [0.3917, 0.2066, -2.0892], [1.8350, 0.5622, -1.1242], [0.4521, 1.6714, -1.1052]],
  "atomic_forces_ev_per_a": [[0.0617, -0.1856, 0.2151], [-0.5022, 0.0380, 0.2087], [-3.8646, 1.5424, -0.0026], [0.2728, 0.0766, -0.1148], [4.0797, -1.3307, -0.4259], [-0.1923, 0.0345, 0.0965], [0.1243, 0.0197, -0.0453], [-0.0197, -0.1661, 0.1557], [-0.0384, 0.0325, 0.0428], [0.0531, 0.0252, -0.1208], [0.0256, -0.0865, -0.0094]]
}

{
  "formula": "C4H6O",
  "method": "the ωB97M-V functional and the def2-TZVPD basis",
  "smiles": "C#CCOC",
  "e_above_lowest_ev": 2.024,
  "gap_ev": 10.934,
  "symbols": ["C", "C", "C", "O", "C", "H", "H", "H", "H", "H", "H"],
  "coordinates": [[0.0599, 0.5730, -2.6872], [0.0811, 0.7170, -1.4926], [0.0557, 0.8026, -0.0261], [-0.7183, -0.2661, 0.4647], [-0.1603, -1.0289, 1.5033], [0.0302, 0.4281, -3.7438], [-0.3740, 1.7636, 0.2905], [1.0856, 0.7655, 0.3606], [0.9382, -1.0395, 1.4658], [-0.5216, -2.0526, 1.3757], [-0.4766, -0.6628, 2.4892]],
  "atomic_forces_ev_per_a": [[0.0190, 0.0755, 0.4949], [0.0000, -0.0222, -0.5626], [0.1396, 0.1534, -0.0677], [-0.1515, -0.0117, -0.0988], [0.1250, -0.1959, 0.2609], [0.0281, 0.0674, 0.1507], [0.0473, -0.1327, -0.0739], [-0.1705, -0.0340, -0.0730], [-0.1634, -0.0025, -0.0337], [0.0543, 0.1043, 0.0977], [0.0720, -0.0016, -0.0946]]
}

{
  "formula": "C4H6O",
  "method": "the ωB97M-V functional and the def2-TZVPD basis",
  "smiles": "C=C/C=C/O",
  "e_above_lowest_ev": 0.746,
  "gap_ev": 9.466,
  "symbols": ["C", "C", "C", "C", "O", "H", "H", "H", "H", "H", "H"],
  "coordinates": [[-1.6136, 1.7637, 0.5439], [-0.4244, 1.1728, 0.5321], [-0.2261, -0.1629, -0.0620], [0.9918, -0.6557, -0.2709], [1.2375, -1.9447, -0.6407], [-1.7533, 2.7100, 1.0503], [-2.5192, 1.3669, 0.0878], [0.3404, 1.6316, 1.1421], [-1.1285, -0.7382, -0.2307], [1.8966, -0.1012, -0.0478], [0.7266, -2.2715, -1.3829]],
  "atomic_forces_ev_per_a": [[-0.3992, 0.4398, 0.1069], [-0.8058, -0.6027, -0.0129], [0.4708, 0.8733, 0.4174], [-0.7032, -0.3986, 0.1710], [0.8798, -0.2724, -0.1372], [0.0602, 0.0248, 0.0526], [0.3311, -0.1500, -0.1128], [0.4898, -0.0143, -0.3363], [0.1071, -0.1478, -0.2042], [-0.0352, -0.0267, 0.0344], [-0.3954, 0.2747, 0.0211]]
}

{
  "formula": "C4H6O",
  "method": "the ωB97M-V functional and the def2-TZVPD basis",
  "e_above_lowest_ev": 3.113,
  "gap_ev": 9.378,
  "symbols": ["C", "C", "C", "O", "C", "H", "H", "H", "H", "H", "H"],
  "coordinates": [[-1.1080, -0.4400, -0.0427], [0.0164, 0.0081, 0.7637], [1.3058, -0.1849, -0.0302], [0.8687, 0.7453, -1.0499], [-0.3187, 0.9990, -0.3028], [-2.1013, -0.3344, 0.4086], [-1.0319, -1.1416, -0.8591], [-0.0510, 0.1351, 1.8329], [1.4627, -1.1861, -0.4510], [2.2062, 0.1536, 0.4874], [-1.2490, 1.2459, -0.7568]],
  "atomic_forces_ev_per_a": [[0.0378, -0.5887, -0.0448], [0.1498, -0.1740, 0.5599], [0.1613, -0.1041, 0.2270], [-0.4440, -0.1136, -0.1474], [-0.3783, -1.3802, -0.4118], [0.3951, 0.1751, -0.3431], [0.2623, -0.2785, 0.1397], [0.1247, -0.0232, 0.1178], [-0.0396, 0.1943, 0.1911], [-0.0636, 0.1205, -0.1661], [-0.2053, 2.1723, -0.1224]]
}